Record 1
Formula: C28H28BF5N2O8RuSTe
Source: the Open Molecules 2025 dataset
Level of theory: the ωB97M-V functional and the def2-TZVPD basis

Computed properties:
⟨S²⟩: 0.7658
Charge: -1
Multiplicity: 2
Kohn-Sham gap (spin up / spin down) (eV): 6.8 / 6.9

XYZ file:
```
75
Properties=species:S:1:pos:R:3:forces:R:3:mulliken_charge:R:1
F 3.15413 -1.00039 -0.97383 0.567 -0.100 -0.193 -0.8543
C -0.41091 0.65609 -2.06786 -0.101 -0.066 0.154 -0.6561
N 0.37026 -2.01709 1.59357 -0.426 -0.539 0.813 1.6602
H 0.18800 4.55831 -2.33105 0.005 0.001 0.000 0.3232
H -3.90972 3.29116 4.27409 -0.002 -0.001 0.004 0.3900
F 0.74741 -1.93427 -3.80515 -0.063 0.060 -0.007 -0.5257
H -1.93668 3.35630 -5.18277 -0.015 0.003 0.005 0.3655
C -2.23696 0.46397 3.42742 -0.025 0.077 0.022 -0.5419
H -1.02638 -7.04843 2.40030 0.006 0.000 0.002 0.3924
C -1.60557 -5.00374 2.67628 0.024 0.028 -0.014 -0.8491
O -1.18880 -1.24295 -1.12637 0.021 -0.508 0.137 -0.6480
H -3.17868 5.60411 -3.47410 0.008 0.001 0.002 0.4406
H -2.16846 4.27779 2.81768 0.001 0.007 -0.001 0.3964
H -1.91283 -2.87772 2.78315 -0.013 0.048 0.000 0.3658
C -3.16435 2.66124 3.80622 0.025 0.046 -0.031 -0.5635
C -1.77352 4.01266 -3.11477 0.032 -0.014 0.029 2.2626
H -3.76563 2.45127 -1.99031 0.008 -0.010 -0.007 0.4470
C -1.23004 2.39565 2.38854 0.074 0.019 -0.057 1.0251
H 1.08444 -6.50985 1.26736 0.004 -0.013 0.002 0.4818
H -3.54636 4.67011 -2.02412 0.008 -0.014 0.008 0.4179
S 4.28859 -1.50245 2.18621 0.184 -0.785 -0.811 1.2468
C -1.70352 2.58781 -2.56115 0.012 0.016 -0.055 0.5478
C -1.24188 1.00580 2.59776 0.052 0.047 -0.024 0.8935
C 0.43820 -5.71611 1.60632 0.013 0.153 -0.049 -0.7833
C -0.46867 1.92072 -2.59642 0.001 -0.071 0.139 -0.7219
H -3.93557 0.83803 4.65236 -0.003 0.010 0.002 0.4051
O 2.86275 -1.20691 2.54931 -0.265 0.121 -0.353 -0.5719
H -0.86160 5.93764 -2.67494 -0.008 -0.003 -0.002 0.4620
H 0.42877 2.36151 -3.00839 0.003 0.034 -0.010 0.6264
F 2.91725 -0.36903 -3.94944 0.011 -0.079 -0.120 -0.6248
C -0.84213 4.91387 -2.29101 0.018 0.028 -0.014 -1.5590
H 1.46812 2.61509 0.27147 -0.014 0.029 -0.003 0.5622
H 5.85350 -0.32017 0.93487 0.014 -0.023 0.053 0.3132
H -3.89393 3.99794 -3.62406 0.008 -0.002 -0.008 0.4259
C -0.75667 -6.01156 2.24549 -0.034 -0.072 0.018 -0.7347
C -2.19682 3.20957 2.99815 -0.049 -0.074 0.044 -0.9898
H -2.53810 -5.24626 3.16790 0.000 -0.010 -0.004 0.3932
C -2.81228 1.94265 -2.02194 -0.058 0.026 0.026 -0.2479
H -3.62696 0.15105 -1.10016 -0.004 -0.002 0.004 0.4733
C -1.53358 0.01866 -1.54811 -0.048 -0.004 0.013 1.4296
H 4.22238 0.33914 0.70661 -0.047 -0.066 0.011 0.0923
C 0.78495 -4.38579 1.39744 -0.225 0.077 0.091 0.9746
C -2.75350 0.64001 -1.50934 0.095 0.024 0.019 -1.8965
C -3.17701 1.27806 4.01675 -0.014 -0.062 0.009 -0.7852
O 5.15983 -1.87188 3.26160 -0.237 0.135 0.192 -0.6985
H -0.28247 3.68971 -4.68047 0.017 -0.011 0.001 0.3259
Te 2.50396 -2.15525 -2.94554 0.226 -0.575 0.473 1.4438
N -0.40685 -1.14841 2.10421 0.367 0.017 -0.339 -1.4268
H 5.13186 0.68102 2.22999 -0.034 0.025 -0.007 0.3533
H -2.25340 -0.60173 3.60070 0.010 -0.008 0.003 0.3811
O 0.65598 -0.16047 -1.92613 -0.033 0.224 -0.376 -0.4132
C -3.18356 4.59699 -3.05123 -0.035 0.025 -0.006 -2.2209
C 0.71514 2.20894 0.93303 -0.129 -0.097 0.166 -1.0613
F 2.10846 -3.97065 -3.55372 -0.030 0.039 -0.240 -0.4997
H -0.24466 4.03784 1.37400 0.021 -0.001 -0.033 0.3167
O 1.92892 -3.98055 0.79118 0.185 -0.138 0.051 0.3905
O 1.03013 -2.41761 -1.28707 0.417 0.405 0.796 -1.1300
B 0.17210 -1.38063 -1.43157 -0.135 0.814 -0.487 1.8724
H -1.38910 5.03086 -4.99242 0.013 0.003 0.002 0.4746
C -1.31544 4.02110 -4.58013 -0.026 -0.003 0.006 -1.7302
C -1.26325 -3.67758 2.46790 0.112 -0.138 -0.082 -0.6692
C 4.93152 -0.03922 1.43978 0.070 0.110 -0.009 -0.7311
C -0.23280 0.17673 1.95212 -0.135 -0.179 0.157 0.1374
Ru 2.05552 -1.76363 0.59141 -1.666 0.294 -0.223 1.5652
O 4.14549 -2.49935 1.09549 0.908 0.186 0.382 -0.7017
C 2.82878 -5.00243 0.30433 -0.076 0.180 0.034 -1.1975
H 3.14693 -5.60805 1.15269 0.061 -0.033 -0.036 0.3870
C -0.22332 2.96523 1.53220 0.035 -0.043 -0.032 -1.1041
O 1.65768 0.15956 0.48482 0.035 0.101 0.261 -0.0321
H -1.14943 4.93262 -1.24303 -0.021 -0.015 -0.002 0.2590
C 0.75581 0.77730 1.13811 0.071 0.202 -0.225 0.5252
C -0.06889 -3.36835 1.83347 0.214 0.237 -0.204 0.0038
F 3.72568 -3.33811 -1.77531 -0.031 0.010 -0.130 -0.6798
H 2.30204 -5.58956 -0.44762 0.042 -0.036 0.008 0.4395
H 3.64568 -4.46791 -0.16279 -0.001 -0.067 0.057 0.1592
```
Forces are in eV/Å.

Record 2
Formula: C2BrClF4N2
Source: the Open Molecules 2025 dataset
Level of theory: the ωB97M-V functional and the def2-TZVPD basis

Computed properties:
Multiplicity: 1
Kohn-Sham gap (eV): 9.2

XYZ file:
```
10
Properties=species:S:1:pos:R:3:forces:R:3:mulliken_charge:R:1
Cl -2.24343 1.58401 -2.36877 -0.181 0.101 -0.001 -0.1098
N -0.22154 -0.30461 -0.13115 -2.043 -1.179 0.787 -0.7094
F 0.51094 0.55860 -2.03720 -0.383 0.841 0.395 -0.2298
C 0.84320 0.23238 -0.77153 3.385 1.220 -1.888 0.8287
F 1.80578 -0.67363 -0.98181 0.160 -0.952 0.714 -0.2626
F 1.53099 1.28118 -0.19434 -1.475 -0.412 -0.171 -0.2633
N -0.68921 0.19199 0.89633 1.346 -0.139 -0.211 0.5955
C -1.30719 0.70353 1.75419 -0.991 0.506 1.684 0.2168
Br -3.30341 -0.19077 -1.84698 -0.030 -0.024 0.006 0.0862
F -1.35454 0.59797 3.07200 0.212 0.038 -1.315 -0.1523
```
Forces are in eV/Å.

Number 1: DFT total energy -83831.486 eV. Number 2: DFT total energy -98484.567 eV.